1.
{
  "formula": "H4N2Si",
  "method": "wB97M-V/def2-TZVPD",
  "lumo_energy_ev": 0.765,
  "max_force_ev_per_a": 4.90,
  "orbital_gap_ha": 0.3751,
  "relative_energy_kj_mol": 190.8,
  "smiles": "N1N[SiH2]1",
  "homo_energy_ev": -9.44,
  "energy_ha": -401.3078,
  "species": ["Si", "N", "N", "H", "H", "H", "H"],
  "positions_angstrom": [[0.34, 0.37, 0.62], [-0.96, -0.28, -0.25], [0.38, -0.43, -0.94], [0.61, -0.30, 2.00], [0.67, 1.83, 0.24], [0.49, -1.62, -0.91], [-1.52, 0.42, -0.77]]
}

---

2.
{
  "formula": "H4N3P",
  "method": "wB97M-V/def2-TZVPD",
  "lumo_energy_ev": [0.384, 0.383],
  "max_force_ev_per_a": 2.59,
  "orbital_gap_ha": [0.3197, 0.3196],
  "relative_energy_kj_mol": 219.7,
  "homo_energy_ev": [-8.32, -8.31],
  "energy_ha": -507.8742,
  "species": ["P", "N", "N", "N", "H", "H", "H", "H"],
  "positions_angstrom": [[2.15, 0.10, -0.15], [0.45, 0.04, -0.07], [-0.39, 0.87, -0.01], [-2.17, 0.12, -0.12], [-2.54, 0.78, -0.78], [-2.04, -0.72, -0.70], [2.51, 0.46, 1.20], [2.40, -1.24, -0.04]]
}

---

3.
{
  "formula": "H4N4",
  "method": "wB97M-V/def2-TZVPD",
  "lumo_energy_ev": 1.426,
  "max_force_ev_per_a": 2.97,
  "orbital_gap_ha": 0.4045,
  "relative_energy_kj_mol": 8.1,
  "smiles": "N#N.NN",
  "homo_energy_ev": -9.58,
  "energy_ha": -221.4095,
  "species": ["N", "N", "N", "N", "H", "H", "H", "H"],
  "positions_angstrom": [[-1.59, 0.22, -0.19], [-0.46, -0.65, 0.08], [2.23, 0.48, 0.01], [2.98, -0.30, -0.08], [-1.20, 1.21, -0.27], [-0.10, -0.98, -0.83], [-2.08, 0.21, 0.69], [0.23, -0.20, 0.60]]
}

---

4.
{
  "formula": "H4N4O4S",
  "method": "wB97M-V/def2-TZVPD",
  "lumo_energy_ev": 0.256,
  "max_force_ev_per_a": 5.82,
  "orbital_gap_ha": 0.4097,
  "relative_energy_kj_mol": 269.9,
  "homo_energy_ev": -10.89,
  "energy_ha": -920.3071,
  "species": ["S", "O", "O", "O", "O", "N", "N", "N", "N", "H", "H", "H", "H"],
  "positions_angstrom": [[0.79, -0.11, -1.07], [1.71, 0.80, -4.18], [1.96, -0.44, -0.31], [-0.34, -1.29, -0.67], [1.74, 1.32, -2.07], [-0.14, 1.07, -0.44], [0.71, -0.41, -2.71], [-0.42, -1.47, 0.79], [1.39, 0.53, -3.08], [-1.47, -1.50, 0.86], [0.11, -2.32, 0.94], [0.50, 1.84, -0.21], [-0.92, 0.74, 0.20]]
}

---

5.
{
  "formula": "H4NO2P2",
  "method": "wB97M-V/def2-TZVPD",
  "lumo_energy_ev": 4.291,
  "max_force_ev_per_a": 3.38,
  "orbital_gap_ha": 0.3239,
  "relative_energy_kj_mol": 115.4,
  "homo_energy_ev": -4.52,
  "energy_ha": -890.4360,
  "charge": -1,
  "species": ["P", "P", "O", "O", "N", "H", "H", "H", "H"],
  "positions_angstrom": [[-1.61, 0.78, -0.01], [0.53, 0.33, 0.04], [1.24, 1.30, -0.89], [1.13, 0.20, 1.43], [0.56, -1.26, -0.56], [1.56, -1.45, -0.65], [-1.30, 1.73, 0.89], [-2.37, -0.25, 1.24], [0.25, -1.38, -1.50]]
}

---

6.
{
  "formula": "H4NO2PS",
  "method": "wB97M-V/def2-TZVPD",
  "lumo_energy_ev": -0.814,
  "max_force_ev_per_a": 4.16,
  "orbital_gap_ha": 0.3207,
  "relative_energy_kj_mol": 525.0,
  "homo_energy_ev": -9.54,
  "energy_ha": -947.0683,
  "species": ["S", "P", "O", "O", "N", "H", "H", "H", "H"],
  "positions_angstrom": [[0.69, -0.04, 0.60], [-5.47, 0.01, 0.38], [-0.17, -0.16, -0.53], [-6.04, 0.07, -0.94], [2.22, 0.44, 0.09], [3.11, -0.02, 0.32], [-5.93, 1.14, 1.22], [2.47, 1.46, 0.13], [1.39, -1.39, 0.72]]
}

---

7.
{
  "formula": "H4NO2SSi",
  "method": "wB97M-V/def2-TZVPD",
  "lumo_energy_ev": 3.866,
  "max_force_ev_per_a": 2.32,
  "orbital_gap_ha": 0.3124,
  "relative_energy_kj_mol": 36.9,
  "homo_energy_ev": -4.63,
  "energy_ha": -895.3594,
  "charge": -1,
  "species": ["S", "Si", "O", "O", "N", "H", "H", "H", "H"],
  "positions_angstrom": [[-1.73, -0.03, 0.30], [0.87, 0.38, 0.00], [-2.55, -0.65, -0.72], [-0.93, 1.22, -0.22], [-0.28, -0.89, 0.32], [2.21, -0.49, -0.01], [-0.26, -1.95, 0.39], [1.41, 0.93, -1.24], [1.27, 1.47, 1.18]]
}

---

8.
{
  "formula": "H4NO2SSi",
  "method": "wB97M-V/def2-TZVPD",
  "lumo_energy_ev": [2.661, 0.030],
  "multiplicity": 3,
  "max_force_ev_per_a": 3.45,
  "orbital_gap_ha": [0.1097, 0.1736],
  "relative_energy_kj_mol": 432.6,
  "homo_energy_ev": [-0.33, -4.69],
  "energy_ha": -895.1473,
  "charge": -1,
  "species": ["S", "Si", "O", "O", "N", "H", "H", "H", "H"],
  "positions_angstrom": [[4.63, -0.21, 0.50], [-1.81, 0.08, 0.19], [4.63, 0.46, -0.82], [4.71, -1.68, 0.58], [-3.14, -0.77, 0.41], [-2.31, 1.36, 0.66], [3.07, -0.09, 0.77], [-3.18, -1.78, 0.21], [-0.30, 0.33, 0.22]]
}

---

9.
{
  "formula": "H4NPS",
  "method": "wB97M-V/def2-TZVPD",
  "lumo_energy_ev": -0.351,
  "max_force_ev_per_a": 5.07,
  "orbital_gap_ha": 0.3130,
  "relative_energy_kj_mol": 178.5,
  "smiles": "NSP",
  "homo_energy_ev": -8.87,
  "energy_ha": -796.6209,
  "species": ["S", "P", "N", "H", "H", "H", "H"],
  "positions_angstrom": [[0.65, 0.74, -0.96], [-1.86, 0.30, -0.65], [1.12, -0.43, 0.29], [-1.48, -0.74, 0.30], [1.62, -0.03, 1.00], [-1.63, 1.38, 0.26], [1.58, -1.23, -0.24]]
}

---

10.
{
  "formula": "H4NPSi",
  "method": "wB97M-V/def2-TZVPD",
  "lumo_energy_ev": [-1.575, -1.575],
  "max_force_ev_per_a": 3.24,
  "orbital_gap_ha": [0.2557, 0.2556],
  "relative_energy_kj_mol": 269.0,
  "homo_energy_ev": [-8.53, -8.53],
  "energy_ha": -687.8459,
  "species": ["P", "Si", "N", "H", "H", "H", "H"],
  "positions_angstrom": [[-1.01, -0.77, 1.65], [0.11, 0.49, -0.85], [-0.09, 0.19, 0.80], [1.66, -1.29, -1.63], [-0.79, -0.04, -1.86], [0.56, 1.86, -1.02], [-0.44, -0.43, 2.92]]
}

---

11.
{
  "formula": "H4NS",
  "method": "wB97M-V/def2-TZVPD",
  "lumo_energy_ev": 4.847,
  "max_force_ev_per_a": 0.58,
  "orbital_gap_ha": 0.2722,
  "relative_energy_kj_mol": 4.5,
  "homo_energy_ev": -2.56,
  "energy_ha": -455.3730,
  "charge": -1,
  "species": ["S", "N", "H", "H", "H", "H"],
  "positions_angstrom": [[1.45, -0.97, -1.00], [-1.02, 0.84, 0.77], [1.48, -2.06, -1.79], [-0.49, 1.54, 0.26], [-0.98, 0.02, 0.17], [-0.44, 0.65, 1.59]]
}

---

12.
{
  "formula": "H4NS",
  "method": "wB97M-V/def2-TZVPD",
  "lumo_energy_ev": 4.862,
  "max_force_ev_per_a": 0.51,
  "orbital_gap_ha": 0.2740,
  "relative_energy_kj_mol": 8.9,
  "homo_energy_ev": -2.59,
  "energy_ha": -455.3713,
  "charge": -1,
  "species": ["S", "N", "H", "H", "H", "H"],
  "positions_angstrom": [[-2.29, -0.26, 0.04], [1.31, -0.04, 0.19], [0.76, 0.65, -0.33], [1.05, -0.87, -0.34], [0.73, -0.15, 1.03], [-1.56, 0.67, -0.59]]
}

---

13.
{
  "formula": "H4O2",
  "method": "wB97M-V/def2-TZVPD",
  "lumo_energy_ev": 0.610,
  "max_force_ev_per_a": 0.96,
  "orbital_gap_ha": 0.4313,
  "relative_energy_kj_mol": 20.7,
  "smiles": "O.O",
  "homo_energy_ev": -11.13,
  "energy_ha": -152.8671,
  "species": ["O", "O", "H", "H", "H", "H"],
  "positions_angstrom": [[-1.29, -0.08, -0.50], [1.60, -0.49, 0.21], [-1.54, 0.37, 0.33], [0.87, 0.09, -0.02], [-1.18, 0.59, -1.20], [1.54, -0.48, 1.18]]
}

---

14.
{
  "formula": "H4O2",
  "method": "wB97M-V/def2-TZVPD",
  "lumo_energy_ev": 0.378,
  "max_force_ev_per_a": 3.04,
  "orbital_gap_ha": 0.4449,
  "relative_energy_kj_mol": 37.4,
  "smiles": "O.O",
  "homo_energy_ev": -11.73,
  "energy_ha": -152.8607,
  "species": ["O", "O", "H", "H", "H", "H"],
  "positions_angstrom": [[-0.87, 1.76, 0.77], [0.85, -1.65, -0.91], [0.37, -2.45, -0.78], [-1.01, 0.84, 1.14], [0.66, -1.16, -0.05], [0.09, 1.86, 0.85]]
}

---

15.
{
  "formula": "H4O2",
  "method": "wB97M-V/def2-TZVPD",
  "lumo_energy_ev": 0.753,
  "max_force_ev_per_a": 14.27,
  "orbital_gap_ha": 0.4444,
  "relative_energy_kj_mol": 148.0,
  "smiles": "O.O",
  "homo_energy_ev": -11.34,
  "energy_ha": -152.8186,
  "species": ["O", "O", "H", "H", "H", "H"],
  "positions_angstrom": [[-0.88, -0.63, 1.43], [1.11, 0.72, -0.87], [0.38, 0.53, -1.55], [-0.61, -0.46, 0.62], [1.80, 0.63, -1.29], [-1.80, -0.79, 1.65]]
}

---

16.
{
  "formula": "H4O2",
  "method": "wB97M-V/def2-TZVPD",
  "lumo_energy_ev": 0.706,
  "max_force_ev_per_a": 1.09,
  "orbital_gap_ha": 0.4226,
  "relative_energy_kj_mol": 7.3,
  "smiles": "O.O",
  "homo_energy_ev": -10.79,
  "energy_ha": -152.8722,
  "species": ["O", "O", "H", "H", "H", "H"],
  "positions_angstrom": [[1.46, -0.10, -0.03], [-1.33, -0.01, -0.08], [-1.85, 0.75, 0.15], [-1.61, -0.69, 0.52], [1.91, 0.64, 0.40], [0.55, 0.23, -0.21]]
}

---

17.
{
  "formula": "H4O2",
  "method": "wB97M-V/def2-TZVPD",
  "lumo_energy_ev": 0.610,
  "max_force_ev_per_a": 2.32,
  "orbital_gap_ha": 0.4319,
  "relative_energy_kj_mol": 25.8,
  "smiles": "O.O",
  "homo_energy_ev": -11.14,
  "energy_ha": -152.8651,
  "species": ["O", "O", "H", "H", "H", "H"],
  "positions_angstrom": [[-0.42, -1.41, -0.05], [-0.18, 1.79, -0.37], [-0.51, -1.43, 0.91], [0.77, 2.12, -0.39], [0.37, -1.94, -0.04], [-0.03, 0.88, -0.06]]
}

---

18.
{
  "formula": "H4O2",
  "method": "wB97M-V/def2-TZVPD",
  "lumo_energy_ev": 0.626,
  "max_force_ev_per_a": 1.46,
  "orbital_gap_ha": 0.4475,
  "relative_energy_kj_mol": 25.5,
  "smiles": "O.O",
  "homo_energy_ev": -11.55,
  "energy_ha": -152.8652,
  "species": ["O", "O", "H", "H", "H", "H"],
  "positions_angstrom": [[-1.48, -0.21, -0.05], [1.38, 0.31, 0.07], [-0.79, 0.26, 0.39], [-1.00, -0.53, -0.83], [1.09, -0.15, 0.85], [1.44, -0.39, -0.56]]
}